{
  "formula": "C9H13BBr4NO11",
  "method": "the ωB97M-V functional and the def2-TZVPD basis",
  "spin_multiplicity": 1,
  "max_force_ha_per_bohr": 0.0748,
  "e_above_lowest_kcal_mol": 0.0,
  "charge": -1,
  "gap_ev": 7.3332,
  "symbols": ["N", "H", "H", "H", "H", "O", "C", "O", "B", "O", "C", "O", "O", "C", "O", "C", "O", "O", "O", "C", "O", "O", "H", "Br", "C", "C", "Br", "H", "H", "H", "H", "Br", "C", "C", "Br", "H", "H", "H", "H"],
  "xyz": [[1.068, 1.336, -0.504], [0.612, 0.629, -1.104], [2.070, 1.416, -0.679], [0.818, 1.011, 0.472], [0.544, 2.208, -0.633], [-1.287, 0.898, 4.186], [-1.304, 0.028, 3.359], [-2.200, -0.901, 3.181], [-1.801, -1.748, 2.044], [-0.582, -1.106, 1.471], [-0.252, -0.100, 2.262], [0.660, 0.653, 2.021], [-1.563, -3.139, 2.375], [-2.265, -3.942, 1.566], [-2.201, -5.131, 1.554], [-3.143, -3.007, 0.714], [-2.857, -1.765, 1.001], [-3.940, -3.349, -0.127], [-0.679, 3.397, -1.151], [-1.834, 2.722, -0.732], [-2.850, 2.926, -1.446], [-1.744, 1.847, 0.152], [-1.170, 4.020, -1.723], [-0.681, -0.164, -2.702], [-2.273, -0.862, -1.810], [-2.357, -2.383, -1.913], [-0.936, -3.212, -0.874], [-3.171, -0.383, -2.192], [-2.161, -0.540, -0.777], [-2.277, -2.674, -2.959], [-3.287, -2.782, -1.515], [3.670, 3.145, -0.767], [5.513, 2.532, -0.684], [5.556, 1.029, -0.386], [4.592, 0.613, 1.267], [6.068, 3.030, 0.106], [5.967, 2.711, -1.654], [6.534, 0.592, -0.194], [5.144, 0.444, -1.206]],
  "forces_ev_per_a": [[-0.674, -0.866, 0.434], [0.280, 0.380, -0.047], [-0.447, -0.098, 0.235], [0.712, 0.226, -0.081], [0.090, 0.291, -0.310], [-0.136, -0.399, -0.008], [0.492, 1.288, 0.692], [-0.144, -0.766, -0.092], [-0.303, 0.193, -0.627], [0.022, 0.312, 0.964], [-0.181, -0.273, -1.514], [0.203, 0.057, 0.799], [0.021, -0.232, 0.184], [0.098, 0.404, 0.737], [-0.260, -0.215, -0.074], [-0.798, -0.544, -0.183], [-0.092, 0.157, 0.694], [-0.787, -0.616, 1.398], [-0.536, 0.956, 0.170], [-2.549, -2.833, -0.503], [0.969, 1.031, 0.363], [1.342, 0.751, 0.081], [0.858, -0.041, -0.222], [-0.473, -0.163, -0.657], [-0.130, -0.619, 0.950], [0.608, 1.070, -1.230], [0.625, -0.177, -1.268], [0.219, 0.119, -0.379], [0.002, 0.100, -0.183], [0.375, -0.245, 0.053], [0.256, 0.425, -0.289], [0.722, 0.536, -0.149], [0.398, -1.217, 0.318], [-0.363, -0.208, 0.043], [0.035, -0.096, -0.287], [-0.324, 0.454, -0.071], [-0.046, 0.164, 0.005], [0.292, 0.627, -0.115], [-0.374, 0.065, 0.169]]
}

=====

{
  "formula": "C9H13BBrF9N3O6S2",
  "method": "the ωB97M-V functional and the def2-TZVPD basis",
  "spin_multiplicity": 1,
  "max_force_ha_per_bohr": 0.0862,
  "e_above_lowest_kcal_mol": 31.9,
  "charge": 1,
  "gap_ev": 5.6961,
  "symbols": ["N", "C", "N", "S", "O", "O", "C", "F", "F", "C", "F", "F", "C", "F", "F", "C", "F", "F", "F", "N", "Br", "B", "O", "O", "H", "H", "H", "H", "H", "C", "C", "C", "S", "O", "O", "C", "H", "H", "H", "H", "H", "H", "H", "H"],
  "xyz": [[0.667, 3.981, -2.509], [-0.350, 3.294, -2.973], [-0.291, 2.073, -3.526], [1.153, 1.174, -3.283], [1.106, 0.127, -4.224], [2.322, 1.942, -3.521], [1.232, 0.298, -1.619], [0.545, -0.813, -1.755], [2.478, -0.035, -1.475], [0.667, 1.081, -0.418], [1.313, 2.221, -0.200], [-0.638, 1.278, -0.696], [0.685, 0.277, 0.933], [1.844, -0.311, 1.164], [-0.290, -0.626, 0.904], [0.409, 1.215, 2.171], [0.038, 0.476, 3.179], [-0.468, 2.152, 1.915], [1.561, 1.750, 2.532], [-1.638, 3.872, -2.959], [-2.252, 4.129, -1.200], [-1.693, 5.139, -3.794], [-1.226, 6.354, -3.412], [-2.198, 5.044, -5.041], [1.521, 4.108, -3.051], [0.617, 4.472, -1.622], [-1.126, 1.512, -3.338], [-1.362, 6.520, -2.467], [-2.608, 4.167, -5.121], [0.447, -5.135, 2.082], [0.584, -3.627, 2.328], [-0.627, -3.184, 3.155], [-1.135, -4.618, 4.110], [-2.440, -5.027, 3.662], [-0.845, -4.391, 5.500], [0.080, -5.743, 3.432], [1.366, -5.566, 1.686], [-0.352, -5.320, 1.360], [1.503, -3.432, 2.886], [0.645, -3.071, 1.392], [-0.377, -2.372, 3.835], [-1.461, -2.892, 2.519], [-0.346, -6.741, 3.354], [0.936, -5.752, 4.107]],
  "forces_ev_per_a": [[1.293, 0.256, -0.482], [-1.726, 0.876, 0.391], [0.987, 0.271, 1.438], [2.549, -1.622, -3.245], [-1.816, -1.417, 0.081], [-0.273, 2.141, 1.643], [-0.682, 0.357, 0.739], [-0.942, -0.460, -0.211], [1.358, 0.410, 0.007], [0.064, -1.526, 1.112], [0.115, 0.620, -0.553], [-0.191, 0.723, -0.381], [-0.690, 0.923, 0.468], [0.597, -0.407, -0.341], [-0.309, -0.517, -0.256], [1.453, -0.764, -0.252], [-1.013, -0.717, 0.622], [-0.799, 0.619, -0.206], [0.644, 0.922, -0.167], [0.080, -1.060, 0.539], [0.018, 0.095, 0.156], [-0.188, 1.377, -0.864], [-0.363, -0.421, 0.800], [-0.038, -1.038, 0.563], [0.247, -0.901, 0.521], [-0.601, 0.592, -0.539], [-0.237, 0.240, -0.834], [0.394, 0.197, -0.181], [0.048, 0.250, -0.563], [-0.060, 0.062, -0.026], [0.099, -0.047, -0.003], [0.236, 0.346, -0.307], [0.216, -0.150, 0.090], [-0.040, 0.071, 0.108], [-0.232, 0.007, 0.016], [0.230, -0.114, -0.299], [-0.023, -0.007, 0.009], [0.012, -0.040, 0.025], [-0.019, -0.020, -0.001], [0.004, -0.022, 0.010], [-0.156, -0.071, 0.110], [-0.076, -0.097, 0.087], [-0.108, 0.053, 0.127], [-0.062, 0.014, 0.051]]
}

=====

{
  "formula": "C9H13BrClNSi",
  "method": "the ωB97M-V functional and the def2-TZVPD basis",
  "spin_multiplicity": 1,
  "max_force_ha_per_bohr": 0.0777,
  "gap_ev": 8.9482,
  "symbols": ["C", "Si", "C", "C", "C", "C", "Cl", "C", "C", "C", "Br", "C", "N", "H", "H", "H", "H", "H", "H", "H", "H", "H", "H", "H", "H", "H"],
  "xyz": [[1.726, 1.158, -0.448], [-0.114, 0.648, 0.009], [0.194, 0.350, 1.966], [-1.245, 2.201, -0.194], [-0.675, -0.969, -0.603], [-1.945, -1.178, -1.118], [-3.133, 0.001, -1.527], [-2.421, -2.396, -1.436], [-1.623, -3.536, -1.285], [-0.329, -3.371, -0.934], [0.869, -4.902, -1.036], [0.159, -2.132, -0.558], [1.362, -1.980, 0.071], [2.369, 0.653, -1.132], [1.624, 2.285, -0.736], [2.310, 1.159, 0.441], [1.140, -0.066, 2.027], [0.161, 1.313, 2.417], [-0.516, -0.477, 2.251], [-0.714, 3.148, 0.157], [-1.469, 2.530, -1.265], [-2.249, 2.097, 0.363], [-3.406, -2.608, -1.998], [-2.041, -4.411, -1.741], [1.732, -1.023, 0.129], [2.072, -2.744, -0.025]],
  "forces_ev_per_a": [[-1.713, 2.290, -0.561], [1.572, 1.845, 2.311], [-2.638, -0.925, -2.719], [-0.571, 1.029, -0.542], [-0.509, -1.046, -1.168], [-0.347, 0.379, -0.193], [-0.105, 1.351, 0.130], [-1.718, -3.369, -1.292], [-1.032, 1.062, -1.363], [1.122, -1.228, 0.069], [-0.427, 0.682, 0.221], [-0.124, 1.406, 1.235], [1.962, -0.618, -0.170], [-0.031, -0.354, -1.126], [0.413, -1.945, 0.210], [0.274, 0.121, 1.158], [1.982, -0.670, 0.335], [-0.399, 0.480, 0.938], [0.392, 1.361, 0.374], [-0.443, -1.402, 0.187], [0.098, -0.967, 1.217], [1.634, 0.178, -0.858], [1.575, 0.899, 1.318], [0.247, -0.716, 0.345], [-0.119, -1.048, -0.138], [-1.094, 1.204, 0.080]]
}

=====

{
  "formula": "C9H13CaN3O4",
  "method": "the ωB97M-V functional and the def2-TZVPD basis",
  "spin_multiplicity": 1,
  "max_force_ha_per_bohr": 0.1052,
  "charge": 2,
  "gap_ev": 7.1550,
  "symbols": ["Ca", "O", "C", "C", "O", "C", "O", "C", "O", "C", "N", "C", "C", "N", "N", "C", "C", "H", "H", "H", "H", "H", "H", "H", "H", "H", "H", "H", "H", "H"],
  "xyz": [[-0.104, 0.053, -2.789], [-0.017, 3.096, -4.810], [-0.036, 2.146, -4.163], [1.814, -1.515, -2.333], [2.656, -2.241, -2.032], [-2.136, -1.412, -2.613], [-2.975, -2.164, -2.376], [-0.046, -1.553, -4.779], [-0.054, -2.390, -5.567], [0.137, 2.768, 1.098], [0.175, 1.415, 1.637], [-0.094, 1.292, 3.063], [0.015, 0.370, 0.777], [-0.105, 0.605, -0.545], [-0.035, -0.897, 1.269], [0.738, -1.327, 2.423], [-0.558, -1.959, 0.410], [0.176, 3.480, 1.930], [-0.788, 2.936, 0.528], [0.997, 2.927, 0.439], [-0.900, 0.580, 3.266], [0.802, 0.988, 3.617], [-0.390, 2.274, 3.444], [-0.037, 1.631, -0.654], [0.080, -1.559, 3.273], [1.288, -2.243, 2.178], [1.467, -0.575, 2.729], [-1.604, -1.755, 0.133], [0.046, -2.064, -0.514], [-0.511, -2.906, 0.963]],
  "forces_ev_per_a": [[0.014, 0.315, 1.325], [-0.071, -3.714, 2.540], [0.094, 4.473, -3.039], [3.845, -3.163, 1.292], [-3.208, 2.782, -1.138], [-3.880, -3.309, 1.126], [3.177, 2.905, -0.980], [0.013, -3.590, -3.657], [0.036, 3.205, 2.981], [0.198, 0.110, -0.092], [-0.313, -0.633, -0.542], [0.009, 0.057, 0.775], [0.098, 0.515, 0.361], [0.164, 0.339, -0.251], [-0.186, 0.238, -0.898], [0.207, -0.411, 0.682], [-0.020, 0.175, 0.014], [0.094, -0.187, -0.420], [0.066, 0.135, 0.228], [-0.035, 0.232, 0.163], [0.149, 0.157, -0.092], [-0.316, 0.187, -0.029], [-0.041, -0.318, -0.099], [-0.239, -0.697, 0.030], [0.244, 0.092, -0.176], [-0.079, 0.224, -0.078], [-0.148, -0.273, -0.224], [0.363, -0.093, 0.150], [-0.160, -0.095, 0.304], [-0.071, 0.342, -0.257]]
}